# 1
{"formula": "C32H26N5O2RuS4", "method": "ωB97M-V/def2-TZVPD", "charge": 1, "max_force_ev_per_a": 1.16, "homo_energy_ha": -0.392, "gap_ev": 5.905, "lumo_ev": -4.753, "mol_weight_g_mol": 741.93, "relative_energy_kj_mol": 44.9, "elements": ["Ru", "N", "C", "C", "C", "C", "C", "C", "C", "C", "C", "C", "C", "C", "H", "H", "H", "H", "H", "H", "H", "H", "H", "H", "C", "C", "C", "C", "C", "C", "C", "S", "O", "O", "N", "C", "C", "C", "C", "C", "N", "H", "H", "H", "H", "H", "H", "H", "H", "H", "H", "H", "S", "C", "S", "C", "N", "N", "C", "C", "C", "C", "C", "C", "S", "H", "H", "H", "H", "H"], "xyz": [[0.1849, -1.0173, 0.5224], [-1.1621, -2.0723, 1.7675], [-2.5079, -1.5653, 1.9833], [-3.5554, -2.4730, 1.9804], [-4.8516, -2.0329, 2.1919], [-5.0909, -0.6843, 2.4056], [-4.0393, 0.2155, 2.3928], [-2.7252, -0.2057, 2.1791], [-1.6433, 0.7978, 2.0773], [-1.7122, 1.9715, 2.8186], [-0.8068, 3.0079, 2.6226], [0.1768, 2.9179, 1.6521], [0.2757, 1.7514, 0.9105], [-0.5742, 0.6695, 1.1642], [-1.2683, -2.9737, 1.2913], [-0.7212, -2.2518, 2.6684], [-3.3549, -3.5224, 1.8042], [-5.6688, -2.7409, 2.1839], [-6.0995, -0.3284, 2.5654], [-4.2418, 1.2711, 2.5136], [-2.4843, 2.0797, 3.5690], [-0.8887, 3.8999, 3.2299], [0.8684, 3.7325, 1.4858], [1.0408, 1.6572, 0.1520], [-5.7446, 0.0268, -3.6945], [-4.5753, -0.7499, -3.1618], [-3.8200, -0.2726, -2.0938], [-2.7399, -0.9911, -1.6093], [-2.4054, -2.2007, -2.1966], [-3.1421, -2.6981, -3.2645], [-4.2186, -1.9691, -3.7363], [-1.1263, -3.2237, -1.5519], [-1.6275, -3.8670, -0.3649], [-0.5805, -4.0100, -2.6126], [0.0336, -2.1848, -1.0331], [1.1934, -1.7853, -1.7044], [1.9327, -2.3911, -2.7019], [3.1220, -1.7767, -3.0655], [3.5483, -0.6158, -2.4342], [2.7547, -0.0886, -1.4337], [1.5992, -0.6518, -1.0917], [-5.8958, 0.9508, -3.1397], [-6.6601, -0.5628, -3.6322], [-5.5934, 0.2817, -4.7442], [-4.0756, 0.6753, -1.6368], [-2.1763, -0.5872, -0.7740], [-2.8677, -3.6393, -3.7213], [-4.7922, -2.3525, -4.5711], [1.5885, -3.3031, -3.1649], [3.7255, -2.2209, -3.8460], [4.4772, -0.1335, -2.7002], [3.0342, 0.8099, -0.8987], [7.0482, -0.0580, 0.4996], [5.4985, -0.2221, 0.9796], [4.6819, -1.7674, 1.1645], [3.2075, -0.9324, 1.5179], [3.2898, 0.3489, 1.5227], [4.5622, 0.7474, 1.2473], [4.8190, 2.1591, 1.2378], [4.0016, 2.9887, 0.4889], [4.2300, 4.3563, 0.4942], [5.2716, 4.8834, 1.2433], [6.0815, 4.0413, 1.9922], [5.8590, 2.6735, 1.9955], [1.7093, -1.7848, 1.8575], [3.1915, 2.5740, -0.0962], [3.5992, 5.0077, -0.0965], [5.4537, 5.9495, 1.2424], [6.8916, 4.4494, 2.5811], [6.4856, 2.0129, 2.5760]], "forces_ev_per_a": [[0.3729, -1.0819, 0.1888], [-0.1526, 0.0825, -0.1060], [-0.0289, -0.0475, -0.0425], [-0.0175, 0.0227, 0.0201], [0.0060, -0.0162, -0.0050], [-0.0003, 0.0187, 0.0010], [-0.0030, -0.0046, -0.0187], [-0.0076, -0.0150, -0.0059], [0.0281, -0.0136, -0.0575], [-0.0338, 0.0020, -0.0032], [-0.0148, 0.0083, 0.0320], [0.0167, -0.0219, -0.0413], [0.0236, 0.0407, 0.0977], [0.1085, 0.1999, -0.3775], [0.0983, -0.0333, 0.0333], [-0.0552, 0.0624, 0.0325], [0.0084, -0.0042, -0.0036], [0.0044, -0.0031, 0.0027], [-0.0002, -0.0004, -0.0017], [-0.0018, -0.0007, -0.0019], [0.0001, -0.0015, -0.0003], [0.0126, 0.0010, -0.0028], [-0.0002, 0.0138, -0.0101], [0.0215, -0.0127, 0.0373], [-0.0148, 0.0141, -0.0069], [0.0084, -0.0197, -0.0042], [0.0194, -0.0092, 0.0008], [-0.0459, 0.0196, 0.0461], [0.0174, -0.0038, -0.0153], [0.0328, 0.0025, -0.0419], [-0.0118, 0.0160, 0.0017], [0.0137, -0.1229, -0.0179], [0.0248, 0.0607, 0.0449], [-0.0175, -0.0424, 0.0184], [-0.3544, 0.3847, 0.1766], [0.1896, 0.5402, -0.1809], [-0.1433, -0.1222, -0.1072], [0.0127, -0.0036, -0.0134], [-0.0534, 0.0249, 0.0181], [-0.0165, 0.1545, -0.1732], [-0.0998, -0.1820, 0.0994], [0.0012, -0.0026, 0.0035], [0.0021, -0.0024, 0.0010], [0.0035, -0.0039, 0.0005], [-0.0023, 0.0008, -0.0010], [0.0123, -0.0206, -0.0056], [0.0061, 0.0016, 0.0085], [-0.0005, -0.0011, 0.0005], [0.0139, 0.0183, 0.0245], [0.0070, 0.0042, 0.0031], [0.0092, 0.0049, 0.0068], [-0.0187, -0.1489, -0.0886], [0.0048, 0.0362, 0.0404], [-0.0700, -0.0889, -0.1401], [0.0419, 0.0582, -0.0066], [-0.0545, -0.0384, -0.0817], [0.0697, -0.0079, 0.1716], [-0.0120, 0.0040, 0.0522], [0.0452, 0.0072, 0.0553], [-0.0090, 0.0426, -0.0281], [-0.0120, 0.0075, -0.0137], [-0.0005, -0.0105, -0.0043], [0.0054, -0.0054, -0.0012], [-0.0408, -0.0038, -0.0097], [0.0322, 0.1934, 0.3381], [0.0039, 0.0726, 0.0491], [0.0041, -0.0018, 0.0073], [-0.0032, -0.0008, 0.0012], [0.0006, -0.0003, -0.0019], [0.0136, -0.0212, 0.0060]], "nbo_charge": [0.697, -0.752, 0.131, -0.208, -0.179, -0.209, -0.128, -0.124, 0.056, -0.219, -0.141, -0.210, -0.165, -0.156, 0.449, 0.410, 0.235, 0.233, 0.231, 0.217, 0.229, 0.232, 0.232, 0.221, -0.640, 0.040, -0.204, -0.206, -0.300, -0.175, -0.208, 2.345, -0.958, -0.916, -0.832, 0.386, -0.271, -0.100, -0.272, 0.082, -0.485, 0.221, 0.234, 0.234, 0.221, 0.203, 0.246, 0.228, 0.271, 0.240, 0.249, 0.215, -0.048, -0.155, 0.462, -0.191, -0.235, -0.284, 0.201, -0.244, -0.192, -0.194, -0.189, -0.213, 0.232, 0.202, 0.222, 0.227, 0.230, 0.240]}

---

# 2
{"formula": "C32H27Cl4N5O2PSV", "method": "ωB97M-V/def2-TZVPD", "charge": -1, "max_force_ev_per_a": 1.80, "homo_energy_ha": [-0.137, -0.137], "spin_multiplicity": 2, "gap_ev": [5.973, 5.977], "lumo_ev": [2.242, 2.242], "mol_weight_g_mol": 769.40, "relative_energy_kj_mol": 164.0, "elements": ["V", "Cl", "C", "C", "C", "C", "C", "Cl", "C", "S", "H", "H", "H", "O", "C", "O", "C", "P", "C", "C", "C", "C", "C", "C", "C", "C", "C", "C", "C", "C", "H", "H", "H", "H", "H", "H", "H", "H", "H", "H", "H", "H", "Cl", "C", "Cl", "H", "H", "N", "N", "N", "C", "N", "N", "H", "H", "H", "C", "C", "C", "C", "C", "C", "C", "C", "C", "C", "H", "H", "H", "H", "H", "H", "H"], "xyz": [[-0.3388, -0.8863, 0.5282], [1.8565, -1.9207, 1.2232], [2.5079, -2.4471, 2.8010], [3.4815, -3.4212, 2.6635], [4.0907, -3.9400, 3.7911], [3.6731, -3.4786, 5.0311], [2.6865, -2.5100, 5.1280], [2.2311, -2.0408, 6.7508], [2.0536, -1.8847, 4.0132], [0.9243, -0.5830, 4.1309], [3.7492, -3.7700, 1.6734], [4.8693, -4.6889, 3.7054], [4.1095, -3.8718, 5.9413], [0.5519, -4.5819, -1.4163], [0.3313, -3.3928, -1.3094], [-0.4606, -2.8407, -0.4165], [0.9947, -2.4142, -2.2698], [0.3564, -0.7603, -1.8582], [-1.1535, -0.6742, -2.9752], [-2.2217, -1.5466, -2.7208], [-3.4274, -1.4192, -3.4018], [-3.6012, -0.4207, -4.3538], [-2.5421, 0.4309, -4.6388], [-1.3321, 0.3043, -3.9560], [1.4224, 0.4412, -2.7479], [2.2907, 0.0627, -3.7694], [3.0599, 1.0120, -4.4404], [2.9645, 2.3551, -4.0991], [2.0985, 2.7452, -3.0839], [1.3382, 1.7963, -2.4130], [0.7577, -2.6947, -3.2925], [2.0722, -2.4735, -2.1307], [-2.1118, -2.3239, -1.9668], [-4.2397, -2.0979, -3.1709], [-4.5511, -0.3072, -4.8649], [-2.6529, 1.2014, -5.3934], [-0.5234, 0.9862, -4.1997], [2.3691, -0.9804, -4.0586], [3.7362, 0.6980, -5.2263], [3.5629, 3.0948, -4.6195], [2.0229, 3.7885, -2.8011], [0.6736, 2.1029, -1.6162], [-3.6867, -3.3050, 0.8051], [-2.1899, -3.6465, 1.7391], [-1.3649, -2.2026, 2.4162], [-1.4849, -4.1223, 1.0739], [-2.4685, -4.2362, 2.5993], [-2.9811, 3.1736, -1.3253], [-2.8389, 1.9420, -0.6855], [-3.8218, 1.4048, 0.0076], [-3.2323, 0.3055, 0.4495], [-1.9566, 0.2077, 0.0068], [-1.7471, 1.2797, -0.7286], [-2.7291, 3.8833, -0.6453], [-2.3074, 3.1687, -2.0830], [-3.7043, -0.4301, 1.0806], [-1.6704, 3.6776, 3.9469], [-2.1384, 2.3508, 3.7741], [-1.4776, 1.4976, 2.9349], [-0.3137, 1.8816, 2.2100], [0.3624, 0.9506, 1.3271], [1.5295, 1.4377, 0.7713], [2.0218, 2.7598, 0.9725], [1.3393, 3.6399, 1.7512], [0.1517, 3.2062, 2.4095], [-0.5522, 4.0862, 3.2790], [-2.1817, 4.3521, 4.6241], [-3.0097, 2.0066, 4.3218], [-1.8270, 0.4738, 2.8505], [2.1284, 0.7954, 0.1389], [2.9430, 3.0658, 0.4825], [1.6936, 4.6557, 1.9063], [-0.1655, 5.0916, 3.4186]], "forces_ev_per_a": [[1.2446, -1.2873, -0.1477], [0.5280, 0.0980, 0.2951], [-0.1907, -0.0603, -0.3654], [-0.0660, 0.0006, -0.0082], [0.0450, -0.0103, 0.0366], [-0.1143, 0.0830, 0.0723], [0.0378, 0.0027, 0.0042], [0.0017, 0.0459, -0.1521], [0.0146, 0.0426, 0.1202], [0.1747, -0.4917, 0.0086], [-0.0250, 0.0413, 0.0450], [-0.0718, 0.0307, 0.0245], [-0.0364, 0.0359, -0.0263], [-0.0950, -0.1746, -0.0049], [-0.6456, 0.2221, 0.8229], [0.3814, 0.0086, -0.4429], [0.0053, 0.2242, -0.0712], [-0.5586, 0.7446, -0.4882], [0.0004, -0.0203, 0.1903], [0.0599, -0.0184, 0.0240], [0.1105, 0.0292, 0.0291], [0.1139, 0.0051, 0.0518], [0.0683, -0.0887, 0.1182], [0.0034, -0.0004, -0.0282], [0.1553, -0.0639, 0.0113], [0.1033, 0.0636, -0.1075], [-0.0821, -0.0380, 0.1162], [-0.0419, -0.0742, 0.0183], [-0.0106, -0.0990, -0.0112], [-0.0333, -0.0570, -0.0446], [0.0617, -0.1342, -0.1079], [0.1180, 0.0472, 0.0413], [-0.0417, 0.1633, -0.0686], [0.0108, -0.0028, -0.0089], [0.0682, -0.0245, 0.0145], [0.0147, -0.0076, 0.0269], [-0.0679, -0.0528, 0.0554], [0.0061, 0.0726, 0.0369], [-0.0224, -0.0013, 0.0040], [-0.0182, -0.0448, 0.0259], [0.0008, -0.0248, -0.0040], [0.0048, -0.0126, 0.0517], [0.4109, 0.0788, 0.2490], [-0.1093, 0.3085, 0.0013], [-0.4606, -0.4449, 0.3617], [0.0436, -0.0186, -0.1374], [-0.0584, -0.1139, 0.0274], [-0.1262, -0.3180, 0.1458], [-0.8477, 0.9619, -0.2729], [0.1518, -0.3117, 0.0948], [0.1284, 0.0091, -0.1166], [-1.2439, 0.4861, -0.3967], [0.5386, -0.4404, 0.1799], [0.0818, 0.0911, -0.0380], [0.0500, 0.0451, 0.0027], [0.0511, 0.0797, -0.0330], [-0.0817, -0.2389, -0.0206], [0.0569, 0.2403, 0.0133], [0.0128, -0.0695, -0.0660], [-0.1710, -0.1661, -0.1665], [0.2380, 0.7617, 0.0085], [0.0270, 0.2703, 0.1859], [-0.0268, -0.3453, -0.0971], [-0.2005, 0.0021, 0.1634], [0.1110, 0.2373, 0.0043], [0.0812, -0.1297, -0.1146], [-0.0123, -0.0179, -0.0255], [0.0619, 0.0309, -0.0197], [0.0865, 0.0579, -0.0111], [0.0759, -0.0677, -0.1031], [-0.0415, -0.0480, 0.0291], [-0.0336, -0.0683, 0.0041], [-0.0054, -0.0337, -0.0098]], "mulliken_charge": [-0.315, 0.061, 0.265, -0.740, -0.478, -0.694, 0.269, -0.235, -0.167, -0.275, 0.388, 0.344, 0.379, -0.703, 0.106, -0.392, -0.864, 2.234, 0.511, -0.680, -0.659, -0.571, -0.728, -0.279, -0.212, -0.582, -0.785, -0.556, -0.882, -0.042, 0.525, 0.456, 0.174, 0.424, 0.368, 0.421, 0.319, 0.384, 0.410, 0.379, 0.437, 0.396, -0.201, -0.201, -0.103, 0.034, 0.474, -1.012, 0.843, -0.986, -0.652, 0.844, 0.278, 0.279, 0.316, 0.401, -0.627, -0.869, 0.019, 0.890, 0.445, -0.323, -0.914, -1.142, 1.136, -0.858, 0.384, 0.407, 0.136, 0.414, 0.482, 0.324, 0.370]}

---

# 3
{"formula": "C32H27FIrN2O3P", "method": "ωB97M-V/def2-TZVPD", "charge": 3, "max_force_ev_per_a": 1.74, "homo_energy_ha": [-0.619, -0.619], "spin_multiplicity": 2, "gap_ev": [6.526, 4.207], "lumo_ev": [-10.308, -12.626], "mol_weight_g_mol": 729.77, "relative_energy_kj_mol": 167.3, "elements": ["Ir", "N", "C", "C", "C", "C", "C", "C", "P", "C", "C", "C", "C", "C", "C", "C", "C", "C", "C", "C", "C", "H", "H", "H", "H", "H", "H", "H", "H", "H", "H", "H", "H", "H", "H", "H", "H", "C", "C", "C", "C", "C", "C", "C", "F", "C", "C", "C", "O", "C", "C", "N", "C", "C", "O", "O", "H", "H", "H", "H", "H", "H", "H", "H", "H", "H", "H"], "xyz": [[-0.3829, -0.4435, 0.1526], [1.3508, -0.6717, -0.8997], [1.3390, -1.2556, -2.2615], [2.4814, -1.7821, -2.8200], [2.3833, -2.3623, -4.0823], [1.1634, -2.4179, -4.7458], [0.0229, -1.8792, -4.1625], [0.1294, -1.2692, -2.9163], [-1.1890, -0.4622, -2.0381], [-1.1070, 1.3068, -2.4421], [-1.8341, 2.2132, -1.6669], [-1.8304, 3.5621, -1.9932], [-1.0964, 4.0126, -3.0885], [-0.3716, 3.1160, -3.8567], [-0.3731, 1.7620, -3.5339], [-2.7632, -1.0599, -2.5628], [-3.0787, -2.4074, -2.3327], [-4.2709, -2.9178, -2.8062], [-5.1533, -2.0856, -3.4886], [-4.8419, -0.7520, -3.7157], [-3.6566, -0.2198, -3.2369], [1.7940, 0.2489, -0.9274], [1.9376, -1.2573, -0.3027], [3.4300, -1.7648, -2.2948], [3.2676, -2.7864, -4.5392], [1.0989, -2.8843, -5.7195], [-0.9326, -1.9244, -4.6699], [-2.4493, 1.8621, -0.8452], [-2.4228, 4.2595, -1.4120], [-1.1054, 5.0624, -3.3547], [0.1809, 3.4626, -4.7201], [0.1851, 1.0643, -4.1480], [-2.4025, -3.0494, -1.7779], [-4.5204, -3.9564, -2.6373], [-6.0968, -2.4814, -3.8411], [-5.5170, -0.1269, -4.2840], [-3.4256, 0.8213, -3.4104], [-0.0169, 4.4720, 5.9343], [-1.2374, 4.5352, 5.0227], [-1.6860, 5.9353, 4.6550], [-0.6645, 6.6330, 3.7666], [-0.2551, 5.7853, 2.6092], [0.2892, 6.3451, 1.4779], [0.6541, 5.5320, 0.4170], [1.1498, 6.0606, -0.6607], [0.5000, 4.1183, 0.4378], [-0.0494, 3.5240, 1.5498], [-0.2464, 2.0845, 1.5991], [0.0882, 1.4140, 0.5688], [-0.7794, 1.5575, 2.7993], [-1.0864, 2.4047, 3.8171], [-0.9331, 3.7593, 3.7577], [-0.4273, 4.3370, 2.6598], [-0.9693, 0.0980, 3.0570], [-1.1766, -0.3315, 4.1435], [-0.8641, -0.6943, 1.9657], [-0.2420, 5.0032, 6.8584], [0.8615, 4.9304, 5.4761], [0.2315, 3.4432, 6.1982], [-2.0669, 4.0090, 5.4923], [-1.8349, 6.4971, 5.5752], [-2.6522, 5.8952, 4.1464], [0.2422, 6.8860, 4.3305], [-1.0473, 7.5851, 3.3986], [0.4274, 7.4168, 1.3983], [0.8230, 3.5304, -0.4118], [-1.4703, 2.0003, 4.7468]], "forces_ev_per_a": [[-0.1798, -1.5102, 0.4044], [0.2973, 0.1741, -0.6720], [0.3222, -0.0272, 0.2540], [0.1268, -0.0236, -0.0469], [0.0138, 0.0234, 0.0156], [-0.0808, 0.0372, 0.0107], [0.1241, 0.0869, -0.1363], [-0.3085, -0.3956, -0.1193], [0.4245, 1.6860, -0.0262], [-0.0672, -0.1120, -0.2151], [-0.1071, 0.0858, -0.0665], [0.0520, -0.0408, 0.0672], [-0.0018, 0.0553, 0.0289], [0.0548, -0.0541, 0.0083], [0.0305, -0.0123, -0.0201], [-0.2162, -0.3170, 0.4651], [0.0064, 0.0431, 0.0149], [-0.0623, -0.0104, 0.0779], [-0.0216, -0.0553, -0.0215], [0.0087, 0.0357, -0.0392], [0.0335, -0.1182, -0.0613], [0.1551, -0.0526, -0.0625], [0.0713, 0.0124, -0.0377], [-0.0247, -0.0146, -0.0192], [-0.0187, -0.0118, 0.0028], [0.0052, -0.0248, 0.0197], [0.0038, -0.0002, -0.0030], [-0.0045, -0.0086, 0.0203], [-0.0216, -0.0260, -0.0428], [-0.0266, -0.0270, 0.0022], [0.0086, -0.0109, 0.0185], [-0.0225, 0.0370, -0.0078], [0.0374, -0.0277, -0.0892], [-0.0110, 0.0143, 0.0080], [0.0375, -0.0162, -0.0512], [-0.0473, 0.0201, 0.0797], [0.0277, 0.0020, -0.0277], [0.0279, -0.0304, -0.0671], [0.0885, 0.0637, 0.1223], [-0.0394, 0.0144, -0.1460], [0.0078, -0.0497, 0.0540], [-0.0591, -0.1451, 0.0856], [0.0180, 0.0580, -0.0399], [-0.0374, -0.2983, -0.0037], [0.0495, 0.0186, -0.0547], [0.0573, 0.2768, -0.1458], [-0.0333, -0.0364, 0.1868], [-0.0582, 0.1364, 0.0652], [0.2008, 0.7257, -0.4793], [0.0294, 0.0602, -0.2496], [0.0145, 0.4219, 0.1817], [-0.1391, -0.3576, 0.2905], [0.1260, 0.1956, -0.1645], [-0.0375, -0.6045, -0.5810], [-0.0772, 0.0848, 0.1814], [-0.6803, 0.0621, 1.1428], [0.0028, 0.0014, -0.0035], [-0.0204, -0.0005, 0.0229], [-0.0007, 0.0146, -0.0039], [-0.0320, -0.0858, -0.0896], [-0.0060, 0.0198, 0.0006], [0.0068, -0.0154, 0.0200], [0.0214, -0.0315, -0.0036], [-0.0042, 0.0137, -0.0253], [0.0030, -0.0078, -0.0147], [-0.0551, 0.0715, -0.0325], [0.0073, 0.0074, 0.0184]], "nbo_charge": [1.103, -0.737, 0.125, -0.221, -0.123, -0.170, -0.138, -0.443, 1.200, -0.412, -0.211, -0.222, -0.178, -0.204, -0.129, -0.378, -0.184, -0.192, -0.124, -0.181, -0.194, 0.423, 0.430, 0.248, 0.260, 0.260, 0.251, 0.220, 0.233, 0.246, 0.252, 0.227, 0.221, 0.252, 0.252, 0.249, 0.233, -0.633, -0.027, -0.421, -0.472, 0.143, -0.263, 0.534, -0.225, -0.083, -0.192, 0.530, -0.576, -0.274, 0.188, -0.274, 0.323, 0.777, -0.462, -0.736, 0.269, 0.220, 0.240, 0.248, 0.275, 0.237, 0.279, 0.280, 0.288, 0.277, 0.286]}